Entry 1:
Formula: C18H16F3
Source: the OMol25 dataset
Level of theory: wB97M-V/def2-TZVPD

Each line ends with the natural charge from an NBO analysis.
CARTESIAN COORDINATES (ANGSTROEM)
1 F 2.64421 2.71506 2.14584  -0.313
2 C 2.51356 1.34031 2.18153  0.436
3 C 3.65803 0.53872 2.28184  -0.304
4 C 3.41448 -0.83608 2.23706  0.420
5 F 4.53613 -1.62748 2.23781  -0.310
6 C 2.17506 -1.39309 1.99356  -0.270
7 C 1.05893 -0.55916 1.69014  -0.039
8 C -0.18195 -1.15501 1.06901  -0.069
9 C -1.50084 -0.87229 1.77353  -0.065
10 C -2.45475 -1.92122 1.89325  -0.218
11 C -3.80981 -1.65188 2.09214  -0.183
12 C -4.26477 -0.33915 2.23783  -0.257
13 C -3.31013 0.66045 2.35758  0.413
14 F -3.71518 1.98760 2.32918  -0.319
15 C -1.92917 0.41817 2.23081  -0.258
16 C 1.24071 0.83564 1.91043  -0.290
17 H 4.62721 0.98674 2.33525  0.269
18 H 2.08177 -2.48323 1.99100  0.244
19 H -0.08266 -2.23961 0.90102  0.242
20 H -2.12832 -2.95735 1.80315  0.223
21 H -4.54064 -2.45133 2.02611  0.239
22 H -5.32149 -0.07378 2.19536  0.255
23 H -1.23125 1.25014 2.36429  0.235
24 H 0.38868 1.52843 1.77457  0.230
25 C 0.64090 -2.15629 -2.48013  -0.406
26 C -0.92734 -2.15069 -2.56957  -0.528
27 C -1.33268 -1.34588 -1.37702  0.282
28 C -0.28348 -0.78515 -0.67360  -0.381
29 C 1.04976 -1.15580 -1.38234  -0.428
30 H 0.92514 -3.15542 -2.12740  0.218
31 H 1.11484 -1.99169 -3.45922  0.248
32 H -1.30055 -1.62675 -3.48015  0.293
33 H -1.25039 -3.20683 -2.61512  0.291
34 H -2.38586 -1.13953 -1.15378  0.243
35 H -0.35861 0.35642 -0.33378  0.370
36 H 1.90132 -1.57541 -0.79418  0.254
37 H 1.32796 -0.15976 -1.81460  0.235

Cartesian forces (eV/Å) of the 6 atoms listed first:
F -0.02 -1.72 0.35
C 0.03 0.78 -0.58
C -1.81 0.04 0.02
C 1.54 0.44 -0.38
F -1.35 0.40 0.34
C -0.95 -0.25 -0.57

Values from the calculation:
Net charge: +1
LUMO energy (eV): -6.321
DFT total energy (Ha): -994.728291
Frontier orbital gap (eV): 6.287
HOMO (hartree): -0.46331

=====

Entry 2:
Formula: C6H10N
Source: the OMol25 dataset
Level of theory: wB97M-V/def2-TZVPD

Each line ends with the natural charge from an NBO analysis.
CARTESIAN COORDINATES (ANGSTROEM)
1 C 0.38275 0.90128 -1.57598  -0.379
2 C -1.85050 -0.97436 2.21064  0.121
3 C -0.82199 -0.94428 -0.08033  -0.227
4 C 1.27910 -0.26498 -1.29969  -0.227
5 C 0.23464 0.17059 -0.29951  0.146
6 C 0.48204 1.07633 0.86203  -0.638
7 N -1.34870 -0.93347 1.19747  -0.414
8 H 0.96276 1.80842 -1.50400  0.264
9 H -0.19908 0.74360 -2.44116  0.279
10 H 2.24119 -0.19385 -0.87745  0.268
11 H -2.06860 -1.17444 3.21068  0.230
12 H -1.60944 -0.90239 -0.81596  0.247
13 H -0.43838 -1.88923 -0.23771  0.257
14 H 1.09720 -1.20281 -1.82684  0.253
15 H 1.14619 1.87565 0.45314  0.240
16 H 1.01709 0.59114 1.70408  0.281
17 H -0.50626 1.31280 1.32059  0.297

Cartesian forces (eV/Å) of the 6 atoms listed first:
C 2.84 -0.83 -1.01
C -5.97 0.17 6.17
C 0.11 2.11 1.77
C 0.61 -0.90 -3.01
C -4.50 0.72 3.53
C 1.03 -0.44 -0.15

Values from the calculation:
Spin multiplicity: 3
Net charge: +1
LUMO energy (spin up / spin down) (eV): -2.817 / -9.296
DFT total energy (Ha): -288.814768
<S²>: 2.007
Frontier orbital gap (spin up / spin down) (eV): 6.099 / 6.645
HOMO (spin up / spin down) (hartree): -0.32767 / -0.58583

=====

Entry 3:
Formula: C4H9I2N2
Source: the OMol25 dataset
Level of theory: wB97M-V/def2-TZVPD

Each line ends with the natural charge from an NBO analysis.
CARTESIAN COORDINATES (ANGSTROEM)
1 C 1.52232 0.66665 -0.60525  0.250
2 C 1.04819 -1.54303 2.13661  -0.730
3 C 1.60240 1.04318 2.13380  -0.512
4 C 0.78559 -0.05704 2.03693  -0.088
5 N 0.46582 0.75494 -1.05589  -0.480
6 N -2.10961 0.92636 -1.95072  -0.924
7 I 3.57846 0.74560 2.62167  0.238
8 I -1.28784 0.34320 1.63511  0.111
9 H 2.52859 0.62799 -0.09190  0.285
10 H 1.26955 -1.73039 3.26528  0.271
11 H 2.15722 -1.69472 1.78336  0.249
12 H 0.29121 -2.18452 1.68028  0.256
13 H 1.09550 2.05580 2.21363  0.271
14 H -2.08922 0.38321 -2.78123  0.424
15 H -2.49654 0.34778 -1.18557  0.446
16 H -0.96480 0.88555 -1.82271  0.492
17 H -2.69967 1.66342 -2.21725  0.443

Cartesian forces (eV/Å) of the 6 atoms listed first:
C 0.50 0.20 0.24
C 3.40 0.86 1.65
C -2.93 -1.13 0.83
C 0.04 1.23 -0.24
N 1.24 -0.21 -0.31
N 2.55 -2.62 0.52

Values from the calculation:
Net charge: +1
LUMO energy (eV): -3.393
DFT total energy (Ha): -862.382777
Frontier orbital gap (eV): 8.690
HOMO (hartree): -0.44405

=====

Relative energy (zero: lowest compared OMol25 entry of this formula, charge and spin) values (in kJ/mol) by entry order: 109.9 509.7 137.2.